Record 1
Here is 2 unconnected molecules or ions with the total composition C5H13NO at a distorted geometry from the OMol25 dataset. Energies are from the ωB97M-V functional and the def2-TZVPD basis.

CARTESIAN COORDINATES (ANGSTROEM)
C 2.31 1.20 1.59
C 2.01 0.42 0.33
N 1.89 1.18 -0.80
O 1.83 -0.78 0.30
H 3.18 0.85 2.11
H 1.48 1.04 2.28
H 2.48 2.24 1.36
H 1.87 0.76 -1.71
H 1.91 2.18 -0.68
C -1.51 0.44 -0.53
C -1.73 -0.89 0.19
C -1.98 -2.00 -0.79
H -0.59 0.32 -1.10
H -1.38 1.29 0.14
H -2.29 0.59 -1.27
H -0.92 -1.07 0.91
H -2.53 -0.79 0.95
H -2.75 -1.82 -1.54
H -1.08 -2.21 -1.38
H -2.19 -2.96 -0.34

Results
**HOMO**: -9.88 eV
**Lowest unoccupied orbital energy**: 0.8 eV
**E_tot**: -8933.7793 eV
**HOMO-LUMO gap**: 10.7 eV
**Net charge**: 0
**SMILES**: CC(N)=O.CCC

---

Record 2
Here is a molecular structure, C31H45N7O3P2S3Tc at a distorted geometry from the OMol25 dataset. Energies are from the ωB97M-V functional and the def2-TZVPD basis.

CARTESIAN COORDINATES (ANGSTROEM)
Tc 0.85 -1.40 0.44
C 5.57 2.22 2.73
N 4.62 1.14 2.90
C 5.09 -0.02 3.62
P 3.18 1.04 2.10
O 2.67 -0.32 1.98
O 3.50 1.71 0.62
P 3.20 0.93 -0.80
O 1.88 0.26 -0.80
N 3.23 2.18 -1.89
C 4.45 2.71 -2.45
C 2.19 3.18 -1.71
N 4.53 -0.02 -1.08
C 5.79 0.30 -0.44
C 4.33 -1.44 -1.28
N 2.08 2.11 2.76
C 2.50 3.46 3.08
C 0.76 2.06 2.15
H 5.78 2.70 3.69
H 5.17 2.95 2.04
H 6.51 1.83 2.32
H 5.23 0.21 4.68
H 6.04 -0.37 3.21
H 4.35 -0.81 3.52
H 5.14 1.88 -2.63
H 4.93 3.45 -1.81
H 4.21 3.18 -3.41
H 1.31 2.69 -1.30
H 1.94 3.62 -2.67
H 2.50 3.98 -1.04
H 5.82 1.36 -0.18
H 6.60 0.09 -1.14
H 5.94 -0.30 0.46
H 3.37 -1.59 -1.78
H 4.33 -2.00 -0.34
H 5.12 -1.82 -1.92
H 3.41 3.42 3.67
H 1.72 3.92 3.68
H 2.67 4.08 2.19
H 0.55 1.03 1.86
H 0.69 2.71 1.27
H 0.02 2.38 2.88
S 2.73 -5.53 -0.90
C 2.03 -4.08 -0.57
S 2.18 -3.34 1.00
S 1.15 -3.17 -1.71
C -2.82 -2.38 2.69
C -1.84 -2.34 1.50
C -2.43 -1.48 0.36
C -0.47 -1.77 1.82
C -1.55 -3.78 1.09
C -0.77 -4.56 1.95
C -0.40 -5.85 1.62
C -0.80 -6.40 0.41
C -1.61 -5.66 -0.43
C -1.99 -4.37 -0.09
H -2.76 -1.49 3.30
H -2.60 -3.23 3.32
H -3.84 -2.49 2.32
H -1.75 0.51 0.74
H -3.38 -1.91 0.00
H -1.12 -2.37 -0.96
H -0.30 -1.69 2.90
H -0.42 -4.14 2.88
H 0.21 -6.42 2.30
H -0.48 -7.40 0.14
H -1.94 -6.08 -1.37
H -2.65 -3.85 -0.77
N -6.12 1.46 -1.49
C -6.88 2.17 -2.39
C -8.22 2.54 -2.42
C -8.65 3.25 -3.52
C -7.78 3.60 -4.55
C -6.44 3.25 -4.52
C -5.99 2.51 -3.43
N -4.75 2.00 -3.16
C -4.85 1.38 -2.01
C -3.77 0.69 -1.32
C -2.73 0.14 -2.17
C -1.75 -0.74 -1.89
N -1.46 -1.43 -0.73
C -2.70 -0.03 0.83
C -3.76 0.65 0.03
H -6.44 1.03 -0.64
H -8.90 2.28 -1.62
H -9.69 3.54 -3.59
H -8.17 4.15 -5.39
H -5.78 3.53 -5.32
H -2.79 0.50 -3.18
H -1.05 -1.00 -2.68
H -2.99 -0.03 1.87
H -4.54 1.14 0.60

Results
**HOMO (spin up / spin down)**: -6.87 / -6.98 eV
**Spin multiplicity**: 2
**Expectation value of S²**: 0.994
**Lowest unoccupied orbital energy (spin up / spin down)**: -0.1 / 0.2 eV
**E_tot**: -102735.5911 eV
**HOMO-LUMO gap (spin up / spin down)**: 6.8 / 7.2 eV
**Net charge**: 0

---

Record 3
Here is a molecular structure, C25H28CrF4N5O8 from the OMol25 dataset. Energies are from the ωB97M-V functional and the def2-TZVPD basis.

CARTESIAN COORDINATES (ANGSTROEM)
Cr 0.98 -0.09 -0.16
C 1.14 -3.30 1.43
C 0.90 -3.34 -0.07
N 1.56 -2.26 -0.83
C 1.28 -2.46 -2.28
C 0.85 -1.20 -3.02
C 3.00 -2.19 -0.56
C 3.64 -0.98 -1.22
N 2.97 0.22 -0.74
C 3.52 1.41 -1.02
C 3.10 2.57 -0.31
F 2.18 2.41 0.66
C 3.60 3.82 -0.53
F 3.13 4.85 0.21
C 4.59 4.07 -1.47
C 5.03 2.97 -2.18
F 5.97 3.14 -3.13
C 4.53 1.70 -1.98
F 5.00 0.73 -2.80
H 0.42 -3.95 1.92
H 1.02 -2.29 1.83
H 2.14 -3.65 1.70
H -0.17 -3.25 -0.27
H 1.23 -4.31 -0.47
H 0.47 -3.19 -2.36
H 2.16 -2.91 -2.75
H -0.08 -0.82 -2.61
H 0.69 -1.44 -4.07
H 1.60 -0.41 -2.95
H 3.50 -3.11 -0.90
H 3.13 -2.10 0.52
H 3.60 -1.10 -2.30
H 4.70 -0.98 -0.95
H 4.99 5.06 -1.64
O -0.25 1.23 3.30
C -0.06 0.27 2.56
O 1.02 0.02 1.91
C -1.19 -0.72 2.35
C -1.89 -1.15 3.45
C -2.92 -2.09 3.31
C -3.28 -2.56 2.07
C -2.63 -2.07 0.96
C -1.54 -1.15 1.03
O -0.93 -0.74 -0.01
N -3.07 -2.57 -0.34
O -3.14 -1.79 -1.27
O -3.37 -3.75 -0.41
N -3.63 -2.57 4.48
O -4.55 -3.35 4.32
O -3.31 -2.12 5.57
H -1.64 -0.76 4.43
H -4.07 -3.29 1.96
O 0.18 1.54 -1.32
C -0.76 2.20 -0.83
C -1.89 2.64 -1.72
C -3.16 1.81 -1.46
C -3.97 2.30 -0.27
C -3.24 2.25 1.08
C -1.97 3.10 1.15
N -0.83 2.51 0.46
H -1.54 2.50 -2.74
H -2.10 3.70 -1.57
H -2.88 0.76 -1.34
H -3.79 1.87 -2.35
H -4.88 1.70 -0.19
H -4.29 3.33 -0.45
H -2.98 1.22 1.33
H -3.92 2.60 1.86
H -1.67 3.20 2.18
H -2.17 4.10 0.75
H -0.06 2.20 1.05

Results
**HOMO (spin up / spin down)**: -4.36 / -4.88 eV
**Spin multiplicity**: 5
**Expectation value of S²**: 6.010
**Lowest unoccupied orbital energy (spin up / spin down)**: 2.1 / 2.1 eV
**E_tot**: -89501.7193 eV
**HOMO-LUMO gap (spin up / spin down)**: 6.5 / 7.0 eV
**Net charge**: -1

---

- Look up the E_tot of the first one.
  -8933.7793 eV